No. 1
{"formula": "C29H37AuN3O", "method": "ωB97M-V/def2-TZVPD", "elements": ["Au", "N", "N", "C", "C", "C", "C", "H", "H", "H", "C", "C", "H", "H", "H", "C", "C", "H", "H", "H", "C", "H", "H", "H", "C", "H", "H", "H", "C", "H", "C", "H", "C", "H", "C", "H", "C", "C", "H", "C", "C", "H", "C", "H", "N", "C", "C", "C", "H", "C", "C", "H", "H", "H", "C", "H", "C", "C", "H", "H", "H", "C", "H", "H", "H", "C", "O", "H", "H", "H", "H"], "xyz": [[-0.97991, -0.01633, 0.25476], [-3.55473, 2.66299, -0.13428], [-0.19178, 1.73978, -1.48144], [-0.73254, -2.27870, 0.43700], [-1.62398, -2.00791, -0.66901], [-2.80033, -1.35698, -0.13588], [-3.92617, -0.76915, -0.91312], [-3.72992, -0.75591, -1.99030], [-4.19981, 0.26548, -0.62948], [-4.80519, -1.40502, -0.74927], [-2.62355, -1.21325, 1.28361], [-3.58474, -0.53790, 2.20271], [-4.33222, -1.26654, 2.52534], [-4.12656, 0.29399, 1.73264], [-3.11626, -0.13591, 3.10938], [-1.35405, -1.79084, 1.64062], [-0.76258, -1.84116, 3.00672], [-1.05981, -1.00587, 3.65718], [0.33494, -1.87131, 3.00415], [-1.10449, -2.76123, 3.49543], [-1.28821, -2.14723, -2.11692], [-1.73703, -3.08487, -2.46513], [-0.20548, -2.20138, -2.32222], [-1.67427, -1.34015, -2.76534], [0.64626, -2.84141, 0.33118], [1.32538, -2.50460, 1.12916], [1.15464, -2.59701, -0.61010], [0.57294, -3.93127, 0.39784], [-4.19574, 3.66252, 0.48187], [-5.28928, 3.59536, 0.56511], [-3.52136, 4.77329, 1.02300], [-4.08891, 5.54632, 1.52719], [-2.13312, 4.85893, 0.90982], [-1.55488, 5.68912, 1.30839], [-1.46679, 3.82905, 0.24577], [-0.38166, 3.79526, 0.10107], [-2.23807, 2.80854, -0.35001], [-1.58347, 1.74722, -1.15958], [-2.26324, 1.14892, -1.76785], [0.52305, 0.80139, -0.82321], [0.64111, 2.43274, -2.37806], [0.21887, 3.28922, -2.88964], [1.83655, 1.81304, -2.33925], [2.75259, 2.02366, -2.84429], [1.74516, 0.73984, -1.39410], [2.75465, -0.25330, -1.11782], [3.13043, -1.14977, -2.12981], [4.12083, -2.11643, -1.84214], [4.42536, -2.78603, -2.63727], [4.69575, -2.19857, -0.57828], [5.77982, -3.20595, -0.30573], [5.67609, -3.63007, 0.69828], [6.77796, -2.75587, -0.36624], [5.74272, -4.02201, -1.03282], [4.28406, -1.32514, 0.42617], [4.73275, -1.38037, 1.41667], [3.29145, -0.35812, 0.17043], [2.83754, 0.54779, 1.27244], [2.67512, 1.58025, 0.94522], [3.59507, 0.58390, 2.06209], [1.92507, 0.18349, 1.76540], [2.50093, -1.06698, -3.48117], [2.95892, -0.28979, -4.10375], [1.41638, -0.89274, -3.44566], [2.64768, -2.02056, -3.99448], [-1.22508, 1.82406, 2.71560], [-0.01664, 1.25601, 2.12878], [-2.15997, 1.67694, 2.07725], [-1.36541, 1.21108, 3.62275], [-1.03309, 2.89655, 2.86501], [0.31025, 1.83688, 1.42764]], "spin_multiplicity": 3, "s2": 2.02, "relative_energy_ev": 0.000, "orbital_gap_ha": [0.07900, 0.19179], "charge": -1}



No. 2
{"formula": "C26H42NO5", "method": "ωB97M-V/def2-TZVPD", "elements": ["C", "H", "H", "H", "C", "C", "H", "H", "C", "C", "O", "O", "C", "H", "N", "C", "H", "H", "H", "C", "H", "H", "H", "C", "H", "H", "C", "H", "O", "C", "O", "C", "C", "C", "C", "C", "C", "C", "H", "H", "H", "H", "H", "O", "H", "C", "H", "C", "H", "C", "H", "C", "H", "H", "C", "H", "H", "H", "H", "H", "H", "H", "C", "C", "C", "H", "H", "H", "H", "H", "H", "H", "H", "H"], "xyz": [[2.67238, 3.78447, -1.96533], [3.16553, 4.29409, -1.14136], [3.28649, 2.93516, -2.26022], [1.70465, 3.43020, -1.61110], [2.49064, 4.73480, -3.14194], [1.93377, 4.05129, -4.38955], [1.88312, 4.78959, -5.19009], [2.60838, 3.25659, -4.71359], [0.52998, 3.45689, -4.18518], [0.61104, 2.05930, -3.66946], [1.29207, 1.16157, -4.06677], [-0.29518, 1.84268, -2.63283], [-0.54624, 0.52494, -2.27814], [-1.62442, 0.42421, -2.11659], [0.15234, 0.11985, -1.00953], [1.61577, 0.17228, -1.19214], [1.89449, -0.37631, -2.09078], [2.10558, -0.28070, -0.33324], [1.94705, 1.20283, -1.30324], [-0.23451, -1.27656, -0.71863], [0.30167, -1.64597, 0.15601], [0.01593, -1.90786, -1.56945], [-1.30464, -1.34790, -0.53017], [-0.29847, 1.06040, 0.06104], [-0.29063, 2.06984, -0.35636], [-1.32611, 0.79828, 0.32451], [0.54439, 1.06230, 1.33822], [1.55918, 1.42635, 1.17534], [0.66820, -0.24048, 1.87498], [-0.38362, -0.69735, 2.59005], [-1.32234, -0.00444, 2.86644], [-0.21818, -2.17268, 2.92224], [-1.54828, -2.86600, 2.63456], [-1.62402, -3.83380, 1.64189], [-2.82078, -4.47772, 1.37882], [-3.95617, -4.15289, 2.09898], [-3.88835, -3.17883, 3.08124], [-2.69259, -2.53760, 3.35114], [-2.65839, -1.77532, 4.11174], [-4.77040, -2.91862, 3.64573], [-4.88904, -4.65607, 1.89701], [-2.86092, -5.23573, 0.61121], [-0.74101, -4.09117, 1.07507], [0.81515, -2.66638, 2.09267], [1.23268, -3.40489, 2.55346], [0.14803, -2.29008, 4.42277], [-0.57971, -1.70064, 4.98187], [1.57597, -1.77659, 4.71405], [1.53744, -1.00188, 5.47918], [2.35951, -2.98667, 5.23308], [2.83223, -3.52321, 4.40739], [1.28755, -3.86015, 5.87780], [1.00504, -3.44592, 6.84565], [1.61198, -4.88843, 6.02424], [0.11648, -3.75220, 4.90394], [-0.83687, -4.00418, 5.36375], [0.26614, -4.44052, 4.06743], [3.13951, -2.69773, 5.93407], [2.03929, -1.34628, 3.82597], [0.03583, 1.71161, 2.06148], [-0.20734, -0.14601, -3.07983], [-0.04556, 4.06641, -3.48630], [-0.21624, 3.38654, -5.53712], [-1.60847, 2.75726, -5.46904], [-2.57095, 3.51167, -4.55855], [-3.57171, 3.09696, -4.64747], [-2.26855, 3.44400, -3.51610], [-2.61335, 4.56052, -4.84079], [-1.53391, 1.71512, -5.14640], [-2.01622, 2.75073, -6.48140], [-0.30780, 4.40583, -5.91455], [0.39993, 2.81860, -6.23662], [1.82817, 5.55168, -2.84863], [3.45743, 5.17086, -3.39653]], "spin_multiplicity": 1, "smiles": "CCCC(CCC)C(=O)OC[N+](C)(C)CCOC(=O)[C@](O)(c1ccccc1)C1CCCC1", "relative_energy_ev": 0.010, "orbital_gap_ha": 0.35237, "charge": 1}



No. 3
{"formula": "C2H4IN4", "method": "ωB97M-V/def2-TZVPD", "elements": ["C", "C", "N", "N", "N", "N", "I", "H", "H", "H", "H"], "xyz": [[0.44350, 0.42088, 0.49596], [-1.27033, -0.73650, -0.82545], [-0.68988, 2.89869, -1.00006], [-0.72242, 2.31875, -0.05385], [-0.49767, 1.47936, 0.86800], [-0.09448, -0.46770, -0.40906], [-3.11470, -0.15529, 0.07840], [1.30979, 0.85452, 0.12417], [-1.46602, -1.65980, -1.53967], [-0.51643, 1.81392, 1.89178], [0.49251, -1.11887, -0.91241]], "spin_multiplicity": 1, "relative_energy_ev": 4.622, "orbital_gap_ha": [0.27346, 0.27349], "charge": 1}



No. 4
{"formula": "C14H6Br2N4S2Se2Te2Ti", "method": "ωB97M-V/def2-TZVPD", "elements": ["Ti", "Se", "Te", "Te", "Se", "S", "C", "S", "C", "C", "N", "C", "N", "Br", "C", "C", "C", "N", "C", "C", "C", "C", "C", "Br", "C", "C", "N", "H", "H", "H", "H", "H", "H"], "xyz": [[0.33597, -0.16518, 0.20694], [0.14915, 0.25266, 2.71761], [2.37836, 1.10338, 3.50200], [3.74505, -0.95112, 2.41646], [2.92980, -0.49634, 0.07809], [0.65072, 0.18296, -2.22678], [0.55202, 1.87645, -1.91202], [0.41703, 2.27050, -0.24003], [0.55788, 2.82914, -2.92138], [0.67612, 2.47081, -4.29383], [0.76074, 2.21460, -5.41619], [0.44214, 4.21980, -2.64073], [0.34447, 5.35476, -2.45420], [-6.41177, -0.46726, 0.27452], [-4.50853, -0.39110, 0.27971], [-3.87112, 0.85920, 0.52630], [-2.51655, 0.89374, 0.50905], [-1.71326, -0.19111, 0.26759], [-2.35360, -1.41466, 0.07984], [-3.77888, -1.50182, 0.06539], [-1.49180, -2.49073, -0.05176], [-1.90033, -3.84391, -0.25112], [-0.96733, -4.81479, -0.28287], [-1.47446, -6.63302, -0.54446], [0.41197, -4.50233, -0.12449], [0.75182, -3.19733, 0.02416], [-0.14069, -2.15763, 0.04865], [-4.44002, 1.75670, 0.71462], [-1.99313, 1.82279, 0.68099], [-4.25668, -2.45504, -0.10605], [-2.94772, -4.07729, -0.37262], [1.17074, -5.26980, -0.13025], [1.78867, -2.90908, 0.12635]], "spin_multiplicity": 1, "relative_energy_ev": 0.000, "orbital_gap_ha": [0.17579, 0.17582], "charge": -2}



No. 5
{"formula": "C4H7N3O", "method": "ωB97M-V/def2-TZVPD", "elements": ["C", "C", "N", "N", "C", "C", "N", "O", "H", "H", "H", "H", "H", "H", "H"], "xyz": [[0.07167, -1.16125, -0.09074], [-0.54266, 0.39031, 0.03348], [0.71853, -1.47410, 1.11334], [-0.19435, 1.13707, 1.14922], [1.29281, 0.62145, -1.25769], [-1.52907, 0.72591, -0.82025], [1.90141, -0.34175, -0.96487], [-0.55680, -1.96011, -0.75262], [0.55371, -2.43649, 1.38019], [1.70289, -1.24798, 1.14252], [0.08169, 0.58972, 1.95250], [-0.83075, 1.87804, 1.40634], [1.08814, 1.49850, -1.83607], [-2.04015, 1.67850, -0.77638], [-1.71707, 0.10219, -1.67898]], "spin_multiplicity": 1, "smiles": "C=C(N)C(N)=O.C#N", "relative_energy_ev": 3.252, "orbital_gap_ha": 0.33292}



No. 6
{"formula": "C4H8N2O", "method": "ωB97M-V/def2-TZVPD", "elements": ["N", "C", "C", "C", "N", "C", "H", "H", "H", "H", "H", "H", "O", "H", "H"], "xyz": [[-0.68065, 0.26184, 0.34371], [-0.28178, -0.75231, 1.07473], [0.39731, 0.65637, -0.43842], [1.43321, -0.20094, -0.17795], [0.95516, -1.07825, 0.79176], [2.81230, -0.34330, -0.62403], [-0.81633, -1.33744, 1.82305], [0.28608, 1.55562, -1.04428], [1.54249, -1.71026, 1.34144], [3.57615, -0.02992, 0.10736], [2.88297, 0.31137, -1.50891], [3.02715, -1.37953, -0.93498], [-5.21393, 1.63294, -0.02397], [-5.58471, 1.20644, -0.82950], [-4.33543, 1.20736, 0.09999]], "spin_multiplicity": 1, "smiles": "Cc1cnc[nH]1.O", "relative_energy_ev": 1.182, "orbital_gap_ha": 0.34846}



No. 7
{"formula": "C2H4HgO2", "method": "ωB97M-V/def2-TZVPD", "elements": ["H", "O", "C", "C", "H", "H", "H", "O", "Hg"], "xyz": [[0.63862, -0.02374, -0.75231], [0.14724, -0.61209, 0.41244], [0.58844, -0.30224, 1.59759], [0.89057, 0.97350, 1.99907], [0.52935, -1.09866, 2.35389], [1.33768, 1.13988, 2.97911], [0.76583, 1.80885, 1.30618], [0.28533, 0.45299, -1.78294], [-1.63091, -0.15608, -0.89790]], "spin_multiplicity": 3, "s2": 2.04, "orbital_gap_ha": [0.34040, 0.20346]}



No. 8
{"formula": "C19H27N5O3", "method": "ωB97M-V/def2-TZVPD", "elements": ["O", "O", "N", "N", "O", "C", "C", "C", "C", "C", "C", "C", "C", "C", "C", "C", "C", "N", "N", "N", "C", "C", "C", "C", "C", "C", "C", "H", "H", "H", "H", "H", "H", "H", "H", "H", "H", "H", "H", "H", "H", "H", "H", "H", "H", "H", "H", "H", "H", "H", "H", "H", "H", "H"], "xyz": [[-3.37676, 2.84796, 1.14778], [-5.31087, -2.34731, 1.92480], [0.65221, -3.34570, 0.91991], [-0.48977, -1.31963, 1.26535], [6.76591, 0.71856, -3.85338], [-3.54677, 1.74229, 1.63418], [-5.10838, -1.22397, 1.47824], [-0.20151, -2.57881, 1.59731], [1.25286, -2.83294, -0.15109], [0.09967, -0.83916, 0.19850], [4.15138, 1.35630, 0.06314], [3.17910, 0.37920, -0.16075], [4.74470, 2.01407, -1.01531], [3.39324, 0.72049, -2.54154], [1.00212, -1.53988, -0.56643], [2.77086, 0.06080, -1.46993], [4.38248, 1.69267, -2.32955], [-0.21638, 0.45047, -0.05782], [-6.10991, -0.40190, 1.13585], [-3.51292, 0.65907, 0.86138], [-3.79858, 1.60252, 3.12223], [-0.87454, -3.17647, 2.78821], [1.69541, -0.96266, -1.78491], [-7.52695, -0.74782, 1.24297], [-3.66411, -0.73785, 1.29614], [6.53998, 2.10508, -3.58394], [5.03816, 2.39477, -3.49780], [7.71664, 0.51593, -3.86614], [1.95730, -3.44767, -0.70323], [4.44795, 1.60172, 1.07863], [2.75582, -0.12303, 0.70342], [5.49681, 2.77359, -0.82774], [3.10687, 0.46942, -3.55835], [0.52259, 0.96407, -0.52860], [-0.66204, 0.89832, 0.73542], [-5.86461, 0.50328, 0.76466], [-3.28108, 0.82418, -0.10684], [-3.00786, 1.00439, 3.57109], [-3.79598, 2.59337, 3.57345], [-4.76452, 1.13150, 3.29119], [-0.14116, -3.70038, 3.40609], [-1.35216, -2.40022, 3.39096], [-1.63592, -3.88869, 2.46126], [2.15179, -1.77350, -2.36279], [0.94270, -0.49737, -2.43093], [-7.76912, -0.99726, 2.27796], [-7.74205, -1.61737, 0.61836], [-8.14877, 0.08797, 0.92002], [-3.13292, -0.89076, 2.23501], [-3.19395, -1.38069, 0.55200], [6.97890, 2.70901, -4.38471], [7.03159, 2.38605, -2.64710], [4.56543, 2.09115, -4.43692], [4.88714, 3.47280, -3.38974]], "spin_multiplicity": 1, "smiles": "Cc1ncc(Cc2cccc(CCO)c2)c(N)n1.CNC(=O)CNC(C)=O", "relative_energy_ev": 0.109, "orbital_gap_ha": 0.35133}



These records have energy values of -40878.2951; -39366.2036; -16187.4181; -350731.8701; -10776.4958; -9305.2109; -10403.0537; -33735.9140 eV, in the order they appear.
These records have molar mass values of 640.60; 448.62; 210.99; 915.16; 113.12; 100.12; 260.64; 373.46 g mol⁻¹, in the order they appear.